Entry 1:
The following is a DFT calculation (ωB97M-V/def2-TZVPD) of C21H9Cl5CoN6 as an isolated structure at a distorted geometry.

Calculated values
- frontier orbital gap (spin up / spin down) (Ha) = 0.27121 / 0.26739
- energy (eV) = -131100.5669
- highest occupied orbital energy (spin up / spin down) (hartree) = -0.308 / -0.310
- ⟨S²⟩ = 3.76
- spin multiplicity = 4
- charge = 0

Element x y z (Å)
Co  -0.59  -0.47  -0.75
N  -1.39  1.05  -4.64
C  -0.51  0.40  -3.88
N  -0.96  0.43  -2.62
C  -2.12  1.15  -2.73
N  -2.43  1.52  -3.93
C  -2.90  1.41  -1.51
C  -4.03  2.24  -1.49
N  -4.70  2.43  -0.36
C  -4.26  1.79  0.71
C  -3.12  0.99  0.70
N  -2.43  0.79  -0.42
H  -1.32  1.24  -5.63
H  0.38  -0.07  -4.25
H  -4.40  2.80  -2.37
H  -4.85  1.92  1.60
H  -2.75  0.48  1.59
N  7.25  3.11  4.37
C  6.39  2.67  3.74
C  5.26  2.18  3.01
C  3.97  2.41  3.46
C  2.88  2.00  2.73
C  3.03  1.40  1.47
C  4.33  1.18  1.04
C  5.44  1.56  1.79
C  1.90  0.94  0.66
C  0.95  0.48  0.03
H  3.82  2.91  4.41
H  1.91  2.22  3.13
H  4.49  0.71  0.08
H  6.46  1.41  1.46
Cl  -0.09  -2.07  2.00
C  -0.79  -3.06  0.78
C  -1.16  -2.42  -0.39
C  -1.79  -3.26  -1.31
Cl  -2.39  -2.53  -2.78
C  -2.03  -4.62  -1.12
Cl  -2.74  -5.58  -2.36
C  -1.61  -5.22  0.05
Cl  -1.79  -6.90  0.28
C  -0.96  -4.43  1.01
Cl  -0.34  -5.18  2.45

---

Entry 2:
The following is a DFT calculation (ωB97M-V/def2-TZVPD) of a 12-piece molecular cluster, C44H64O36 overall at a distorted geometry.

Calculated values
- frontier orbital gap (Ha) = 0.37385
- energy (eV) = -120371.2398
- highest occupied orbital energy (hartree) = -0.375
- SMILES string = C[C@H]1COC(=O)O1.C[C@H]1COC(=O)O1.C[C@H]1COC(=O)O1.C[C@H]1COC(=O)O1.C[C@H]1COC(=O)O1.C[C@H]1COC(=O)O1.C[C@H]1COC(=O)O1.C[C@H]1COC(=O)O1.O=C1OCCO1.O=C1OCCO1.O=C1OCCO1.O=C1OCCO1
- charge = 0

Element x y z (Å)
C  0.17  2.91  8.57
C  0.06  1.40  8.17
C  1.42  0.74  8.42
O  1.04  -0.40  9.11
C  -0.22  -0.38  9.51
O  -0.74  -1.09  10.35
O  -0.85  0.70  9.03
H  0.57  3.04  9.57
H  -0.80  3.40  8.62
H  0.79  3.50  7.90
H  -0.29  1.21  7.15
H  2.02  1.47  8.95
H  1.83  0.43  7.46
C  9.15  -8.62  -4.98
C  7.82  -8.75  -4.26
C  7.35  -7.51  -3.50
O  6.01  -7.37  -3.95
C  5.67  -8.31  -4.90
O  4.69  -8.22  -5.66
O  6.77  -8.96  -5.20
H  9.69  -9.54  -5.21
H  9.88  -8.12  -4.34
H  9.05  -8.03  -5.89
H  7.80  -9.59  -3.57
H  7.86  -6.64  -3.91
H  7.54  -7.60  -2.43
C  1.52  -1.72  -0.79
C  0.24  -0.95  -0.73
C  0.21  0.23  0.27
O  -0.12  1.37  -0.52
C  -0.26  1.00  -1.79
O  -0.56  1.84  -2.60
O  0.18  -0.22  -1.97
H  1.72  -2.06  -1.81
H  1.42  -2.53  -0.07
H  2.34  -1.07  -0.48
H  -0.59  -1.66  -0.72
H  1.19  0.30  0.75
H  -0.53  0.02  1.03
C  5.91  8.39  6.27
C  6.55  7.16  5.70
C  7.15  6.18  6.71
O  6.55  4.96  6.28
C  5.78  5.13  5.29
O  5.25  4.15  4.73
O  5.61  6.41  4.99
H  5.93  9.23  5.58
H  6.39  8.76  7.17
H  4.86  8.27  6.55
H  7.30  7.32  4.92
H  6.75  6.45  7.69
H  8.23  6.15  6.65
C  7.50  3.45  -1.55
C  6.54  2.38  -1.98
C  5.58  2.88  -3.07
O  5.50  1.74  -3.95
C  6.64  1.05  -3.85
O  7.03  0.19  -4.60
O  7.32  1.46  -2.70
H  7.98  3.92  -2.40
H  8.28  3.08  -0.88
H  7.00  4.25  -1.01
H  6.22  1.82  -1.10
H  6.03  3.80  -3.45
H  4.64  3.23  -2.63
C  1.90  9.05  0.64
C  0.40  9.06  1.08
C  -0.54  8.50  0.05
O  -1.34  7.63  0.93
C  -0.83  7.45  2.15
O  -1.33  6.65  2.97
O  0.23  8.26  2.22
H  2.12  8.33  -0.16
H  2.54  8.90  1.51
H  2.02  10.05  0.24
H  0.08  10.09  1.25
H  0.11  7.95  -0.63
H  -1.09  9.33  -0.40
C  -7.80  2.25  -3.31
C  -7.87  0.76  -3.32
C  -6.67  0.16  -4.04
O  -6.18  -0.77  -3.13
C  -6.65  -0.51  -1.92
O  -6.21  -0.96  -0.85
O  -7.56  0.45  -2.00
H  -8.49  2.68  -2.58
H  -7.98  2.69  -4.29
H  -6.79  2.58  -3.06
H  -8.79  0.33  -3.72
H  -6.01  0.95  -4.39
H  -7.11  -0.27  -4.94
C  -6.55  1.89  5.37
C  -7.20  3.09  4.78
C  -7.13  3.21  3.30
O  -8.49  3.02  2.97
C  -9.25  3.02  3.94
O  -10.49  2.93  3.86
O  -8.56  3.09  5.08
H  -7.04  1.03  4.90
H  -6.50  1.82  6.46
H  -5.50  1.88  5.08
H  -6.71  4.02  5.05
H  -6.50  2.45  2.84
H  -6.89  4.25  3.08
O  -2.26  2.18  -12.65
C  -1.86  3.10  -11.89
O  -1.93  4.46  -12.06
C  -1.22  5.13  -11.04
C  -1.04  4.10  -9.91
O  -1.42  2.89  -10.58
H  -0.26  5.45  -11.44
H  -1.80  5.94  -10.61
H  -1.63  4.35  -9.03
H  0.00  3.99  -9.61
O  0.95  -12.31  -1.84
C  0.84  -11.39  -1.05
O  -0.24  -10.62  -1.19
C  -0.39  -9.75  -0.13
C  1.05  -9.75  0.38
O  1.59  -10.95  -0.04
H  -0.68  -8.75  -0.44
H  -1.14  -10.15  0.56
H  1.07  -9.78  1.47
H  1.60  -8.90  -0.03
O  -2.65  -4.94  4.20
C  -3.59  -5.64  4.69
O  -4.26  -6.53  3.99
C  -5.32  -7.15  4.73
C  -5.25  -6.33  6.02
O  -4.14  -5.45  5.86
H  -6.30  -7.17  4.25
H  -5.23  -8.21  4.94
H  -4.93  -6.89  6.91
H  -6.22  -5.87  6.18
O  -5.52  -7.30  -4.52
C  -4.69  -6.64  -5.15
O  -3.64  -6.07  -4.60
C  -2.75  -5.52  -5.54
C  -3.63  -5.51  -6.80
O  -4.69  -6.39  -6.50
H  -2.43  -4.53  -5.24
H  -1.86  -6.14  -5.63
H  -2.99  -5.74  -7.66
H  -4.07  -4.52  -6.94

---

Entry 3:
The following is a DFT calculation (ωB97M-V/def2-TZVPD) of a 8-piece molecular cluster, H16O8 overall at a distorted geometry.

Calculated values
- frontier orbital gap (Ha) = 0.38033
- energy (eV) = -16639.3036
- highest occupied orbital energy (hartree) = -0.385
- SMILES string = O.O.O.O.O.O.O.O
- charge = 0

Element x y z (Å)
O  -3.59  -1.68  0.53
H  -4.10  -2.13  1.19
H  -2.78  -1.35  0.89
O  -2.22  2.74  -1.65
H  -3.00  2.20  -1.50
H  -1.66  2.14  -2.16
O  1.62  1.35  1.32
H  1.71  0.98  0.42
H  0.96  0.83  1.74
O  2.77  0.06  -1.15
H  3.19  0.95  -1.19
H  3.21  -0.50  -1.74
O  1.53  -2.40  1.04
H  2.04  -2.17  1.81
H  0.75  -2.66  1.50
O  -0.31  0.04  2.71
H  -0.67  -0.81  2.45
H  0.03  -0.21  3.56
O  -0.30  -0.71  -0.36
H  0.56  -1.20  -0.13
H  -0.11  -0.01  -1.01
O  -0.20  1.63  -2.90
H  0.36  2.17  -2.33
H  0.21  0.75  -3.04

---

Entry 4:
The following is a DFT calculation (ωB97M-V/def2-TZVPD) of a 3-piece molecular cluster, C3H11NO4 overall at a distorted geometry.

Calculated values
- frontier orbital gap (Ha) = 0.32858
- energy (eV) = -12967.6857
- highest occupied orbital energy (hartree) = -0.328
- SMILES string = NCCC(=O)O.O.O
- charge = 0

Element x y z (Å)
N  -2.66  1.34  -2.67
C  -1.27  1.16  -3.08
C  -0.18  0.63  -1.98
C  -0.62  0.82  -0.54
O  -1.65  1.13  -0.10
O  0.65  0.82  0.20
H  -2.87  2.14  -2.19
H  -3.09  0.58  -2.21
H  -1.47  0.32  -3.79
H  -0.93  2.15  -3.51
H  0.68  1.33  -2.12
H  -0.10  -0.44  -2.12
H  0.47  0.51  1.23
O  3.13  -1.72  6.42
H  2.34  -2.16  6.61
H  2.73  -1.15  5.73
O  1.89  -2.58  1.40
H  1.54  -1.95  2.00
H  1.40  -2.92  0.74

---

Entry 5:
The following is a DFT calculation (ωB97M-V/def2-TZVPD) of one molecule with the formula C6H10O at a distorted geometry.

Calculated values
- frontier orbital gap (Ha) = 0.32421
- energy (eV) = -8428.9649
- highest occupied orbital energy (hartree) = -0.290
- SMILES string = CC/C=C\C=C\O
- charge = 0

Element x y z (Å)
C  2.53  0.13  0.19
C  1.01  0.21  0.31
C  0.18  1.41  0.01
C  -1.15  1.26  -0.16
C  -1.89  -0.01  -0.15
C  -1.49  -1.22  0.28
O  -2.05  -2.40  -0.08
H  2.80  0.22  -0.86
H  3.09  0.86  0.77
H  2.87  -0.87  0.51
H  0.68  -0.30  1.23
H  0.60  -0.04  -0.72
H  0.70  2.30  -0.30
H  -1.72  2.12  -0.49
H  -2.84  0.00  -0.70
H  -0.73  -1.41  1.03
H  -2.58  -2.25  -0.88

---

Entry 6:
The following is a DFT calculation (ωB97M-V/def2-TZVPD) of C44H48Br2GeN3O4RhSi2 as an isolated structure at a distorted geometry.

Calculated values
- frontier orbital gap (spin up / spin down) (Ha) = 0.24028 / 0.27133
- energy (eV) = -274427.2023
- highest occupied orbital energy (spin up / spin down) (hartree) = -0.243 / -0.315
- ⟨S²⟩ = 6.01
- spin multiplicity = 5
- charge = 0

Element x y z (Å)
Rh  -1.91  -1.32  -1.07
C  -3.23  4.33  -1.54
Si  -1.95  3.63  -0.33
C  -0.38  3.41  -1.28
C  -1.69  4.95  0.91
C  -2.55  2.05  0.50
C  -3.52  1.34  -0.22
C  -4.95  1.50  0.00
C  -5.86  1.34  -1.06
C  -5.34  0.93  -2.29
C  -4.02  0.49  -2.36
N  -3.13  0.53  -1.31
Si  -2.13  1.70  2.26
C  -2.97  2.96  3.40
C  -2.68  0.13  3.08
C  -0.27  1.73  2.36
H  -3.11  3.90  -2.56
H  -3.23  5.41  -1.49
H  -4.25  3.97  -1.21
H  0.03  4.29  -1.74
H  -0.47  2.69  -2.08
H  0.38  2.98  -0.55
H  -2.60  4.96  1.51
H  -1.59  5.94  0.34
H  -0.80  4.82  1.57
H  -5.33  2.00  0.85
H  -6.96  1.37  -0.79
H  -5.99  1.03  -3.16
H  -3.64  -0.07  -3.20
H  -3.37  2.52  4.35
H  -3.78  3.47  2.94
H  -2.29  3.78  3.64
H  -3.64  -0.22  2.72
H  -2.86  0.48  4.09
H  -1.92  -0.66  3.15
H  0.20  2.68  2.63
H  0.05  1.24  1.42
H  -0.01  1.01  3.18
O  -0.03  -0.37  -0.47
C  0.33  -0.19  -1.67
O  -0.40  -0.57  -2.63
C  1.66  0.56  -1.89
C  2.47  0.86  -0.63
Ge  4.28  -0.20  -0.25
C  4.60  -0.04  1.67
C  4.93  -1.11  2.53
C  5.03  -0.92  3.89
C  4.76  0.32  4.44
C  4.39  1.38  3.62
C  4.26  1.19  2.27
C  4.39  -1.78  -1.37
C  5.55  -2.03  -2.09
C  5.66  -3.16  -2.97
C  4.62  -4.02  -2.98
C  3.40  -3.71  -2.47
C  3.30  -2.69  -1.57
C  5.51  1.13  -0.95
C  5.30  1.48  -2.30
C  5.95  2.58  -2.84
C  6.92  3.26  -2.10
C  7.21  2.80  -0.81
C  6.43  1.86  -0.20
H  1.63  1.39  -2.61
H  2.17  -0.29  -2.40
H  1.80  0.63  0.23
H  2.95  1.88  -0.59
H  4.98  -2.15  2.20
H  5.24  -1.79  4.49
H  4.85  0.49  5.50
H  4.20  2.36  4.04
H  4.10  2.08  1.62
H  6.34  -1.30  -2.19
H  6.55  -3.31  -3.56
H  4.72  -4.97  -3.55
H  2.50  -4.33  -2.62
H  2.39  -2.45  -0.98
H  4.72  0.79  -2.91
H  5.65  2.99  -3.88
H  7.46  4.11  -2.40
H  8.02  3.27  -0.35
H  6.57  1.63  0.89
Br  -8.72  -4.62  -0.02
C  -7.65  -3.16  0.64
C  -7.73  -2.76  2.00
N  -6.67  -2.21  2.58
C  -5.51  -2.15  1.95
C  -5.37  -2.47  0.59
C  -6.53  -2.78  -0.12
C  -3.98  -2.33  0.02
O  -3.75  -2.53  -1.23
O  -2.98  -1.93  0.75
H  -8.60  -2.97  2.63
H  -4.60  -1.99  2.57
H  -6.58  -2.87  -1.16
Br  0.22  -7.46  0.02
C  -0.23  -5.61  -0.50
C  -0.66  -5.18  -1.74
C  -1.36  -3.99  -1.88
N  -1.09  -3.06  -0.93
C  -0.68  -3.34  0.30
C  -0.20  -4.66  0.57
H  -0.58  -5.81  -2.59
H  -1.86  -3.65  -2.78
H  -0.63  -2.54  1.00
H  0.14  -4.85  1.56

---

Entry 7:
The following is a DFT calculation (ωB97M-V/def2-TZVPD) of C33H22ClIN2O4PRh as an isolated structure.

Calculated values
- frontier orbital gap (Ha) = 0.24071
- energy (eV) = -78654.2642
- highest occupied orbital energy (hartree) = -0.530
- charge = +2

Element x y z (Å)
Rh  0.80  -0.64  -0.13
O  -3.19  1.70  3.27
C  -3.48  0.43  3.03
O  -4.33  -0.16  3.62
C  -2.65  -0.28  2.00
C  -2.84  -1.60  1.60
Cl  -4.10  -2.66  1.94
N  -1.83  -1.95  0.78
N  -1.00  -0.90  0.65
C  -1.47  0.10  1.36
C  -0.60  1.31  1.34
O  -0.88  2.35  1.86
O  0.54  1.12  0.65
C  -1.47  -3.15  0.07
C  -0.89  -2.99  -1.18
C  -0.44  -4.11  -1.87
C  -0.60  -5.37  -1.30
C  -1.19  -5.51  -0.05
C  -1.62  -4.40  0.66
H  -2.46  2.07  2.73
H  -0.86  -2.00  -1.62
H  0.00  -4.01  -2.85
H  -0.28  -6.25  -1.84
H  -1.31  -6.49  0.38
H  -2.07  -4.50  1.63
I  3.11  0.04  -1.23
C  3.62  1.53  0.16
C  4.03  2.70  -0.42
C  4.59  3.70  0.39
C  4.78  3.46  1.72
C  4.35  2.24  2.31
C  4.62  2.02  3.69
C  4.24  0.86  4.30
C  3.49  -0.08  3.57
C  3.19  0.10  2.24
P  2.06  -1.19  1.66
C  2.95  -2.66  1.13
C  2.27  -3.73  0.54
C  2.98  -4.83  0.10
C  4.36  -4.87  0.23
C  5.04  -3.80  0.80
C  4.34  -2.69  1.25
C  0.92  -1.49  3.01
C  0.43  -2.77  3.27
C  -0.53  -2.95  4.26
C  -1.00  -1.86  4.98
C  -0.50  -0.58  4.73
C  0.46  -0.40  3.75
C  3.70  1.25  1.54
H  3.93  2.87  -1.48
H  4.91  4.64  -0.06
H  5.26  4.19  2.36
H  5.14  2.79  4.24
H  4.47  0.68  5.34
H  3.12  -0.95  4.10
H  1.19  -3.72  0.45
H  2.46  -5.67  -0.35
H  4.92  -5.73  -0.13
H  6.12  -3.83  0.91
H  4.87  -1.87  1.70
H  0.80  -3.63  2.73
H  -0.90  -3.94  4.48
H  -1.75  -2.00  5.75
H  -0.86  0.26  5.31
H  0.85  0.60  3.57

---

Entry 8:
The following is a DFT calculation (ωB97M-V/def2-TZVPD) of one molecule with the formula C6H11NO2 at a distorted geometry.

Calculated values
- frontier orbital gap (Ha) = 0.36753
- energy (eV) = -11984.1159
- highest occupied orbital energy (hartree) = -0.345
- SMILES string = CC1(C)C[C@]1(N)C(=O)O
- charge = 0

Element x y z (Å)
C  -0.47  -0.61  1.32
C  0.36  0.19  0.32
C  0.85  1.51  0.91
C  1.21  -0.60  -0.60
C  0.00  0.08  -1.24
N  -1.12  -0.71  -1.64
C  0.17  1.29  -2.11
O  1.09  2.01  -2.12
O  -0.85  1.41  -2.96
H  -0.09  -0.47  2.29
H  -0.53  -1.63  0.93
H  -1.57  -0.33  1.55
H  1.03  2.18  0.18
H  1.68  1.32  1.49
H  -0.02  1.86  1.58
H  1.09  -1.64  -0.43
H  2.12  -0.30  -0.81
H  -2.01  -0.64  -1.17
H  -0.98  -1.63  -1.66
H  -1.46  0.56  -2.74